The following is a DFT calculation (ωB97M-V/def2-TZVPD) of a cluster of 2 separate species, C2H2IOS in total at a distorted geometry.

Each line ends with the natural charge from an NBO analysis.
Element x y z (Å)
C (0.19934, -1.51704, -0.07358)  0.429
C (-0.07043, 0.89128, -0.04122)  -0.903
O (-0.86351, -2.00238, 0.04248)  -0.558
S (1.69388, -1.65929, -0.44667)  -0.185
I (-0.88174, 1.86918, 1.67920)  -0.105
H (0.69444, 1.61200, -0.24039)  0.155
H (-0.77199, 0.80626, -0.91983)  0.167

Cartesian forces (eV/Å) of the 2 atoms listed first:
C -2.79 0.94 0.25
C -0.80 -1.72 -0.68

Output
- LUMO level (eV) = 3.233
- total charge = -1
- ΔE to the lowest compared entry with this formula, charge and spin (kJ/mol) = 180.3
- orbital gap (eV) = 5.96
- spin multiplicity = 1
- HOMO energy (eV) = -2.73